DFT (ωB97M-V with the def2-TZVPD basis set) results for a 11-piece molecular cluster, C43H86O31 overall at a distorted geometry.

Structure (ORCA input):
```
! RIJCOSX wB97M-V def2-TZVPD def2/J DEFGRID3
* xyz 0 1
C 2.79524 -0.68413 1.31991
C 3.54022 -1.14486 0.09782
O 3.89594 -2.55034 0.18298
C 4.47417 -3.30167 -0.81862
O 4.78079 -4.53245 -0.71628
O 4.63304 -2.50926 -1.94573
C 5.17525 -3.11895 -3.10507
H 2.66422 0.39297 1.21595
H 3.29587 -0.86426 2.27124
H 1.79871 -1.11255 1.42699
H 4.48916 -0.61106 0.04602
H 2.91677 -0.96477 -0.77795
H 4.55907 -2.77522 -3.93590
H 5.27562 -4.20428 -3.11489
H 6.19087 -2.73085 -3.18236
C -0.89950 1.86327 6.05833
C -2.00000 1.36906 7.05968
O -2.80905 0.39644 6.38522
C -3.78136 -0.17483 7.00614
O -4.08961 -0.09694 8.21900
O -4.53544 -0.89520 6.12064
C -4.31091 -1.04631 4.71763
H -0.40435 2.69260 6.56343
H -1.31718 2.13254 5.08821
H -0.25230 1.00704 5.86837
H -2.72892 2.11923 7.36634
H -1.58168 0.98398 7.98963
H -3.49589 -1.75859 4.58914
H -4.12657 -0.09072 4.22674
H -5.19594 -1.42720 4.20800
C 2.36002 0.10909 4.90444
C 3.87646 0.43200 5.07301
O 3.86159 1.86787 5.26459
C 4.90717 2.56376 4.85585
O 6.01882 2.22138 4.50057
O 4.56129 3.80747 5.01620
C 5.45640 4.88860 4.98552
H 1.85519 0.50744 5.78455
H 2.31556 -0.97528 4.80308
H 1.82291 0.56243 4.07133
H 4.54655 0.04649 4.30461
H 4.27316 -0.04873 5.96724
H 4.88797 5.81481 5.06985
H 6.05140 4.84708 4.07319
H 6.16155 4.84510 5.81557
C -3.42731 3.25952 2.69447
C -4.59368 2.42423 2.21150
O -5.46366 2.08119 3.25694
C -6.34586 2.95725 3.71644
O -6.44923 4.16475 3.37529
O -7.25359 2.40723 4.48576
C -8.45867 3.20467 4.84170
H -2.80192 2.70827 3.39668
H -3.66172 4.16279 3.25773
H -2.83230 3.54576 1.82723
H -4.42563 1.48438 1.68565
H -5.25833 2.94211 1.52003
H -8.37923 3.89254 5.68348
H -9.14203 2.41226 5.14704
H -8.78577 3.75193 3.95761
C 0.84319 -3.87083 -0.06919
C 0.98442 -4.91847 -1.07807
O 0.35350 -6.13747 -0.66113
C 0.15424 -7.18906 -1.54485
O 0.44862 -7.11925 -2.73059
O -0.42339 -8.29941 -0.91827
C -1.05889 -9.28475 -1.73197
H -0.16246 -3.57324 0.22780
H 1.41433 -2.96579 -0.27609
H 1.23252 -4.23275 0.88240
H 2.01436 -5.11889 -1.37330
H 0.43582 -4.49959 -1.92169
H -0.38290 -9.87595 -2.34972
H -1.88992 -8.88454 -2.31278
H -1.49952 -9.93272 -0.97429
C -3.48769 -0.56572 -4.54445
C -2.43466 0.20219 -3.82821
O -1.55717 -0.61286 -3.14798
C -0.57316 -1.18388 -3.80584
O -0.31247 -1.15675 -5.01594
O 0.24980 -1.69672 -2.95469
C 1.51354 -2.29731 -3.20589
H -3.94701 -1.32003 -3.90561
H -3.21824 -1.02232 -5.49682
H -4.37533 0.05619 -4.66031
H -2.97116 0.65570 -2.99478
H -2.07757 1.02025 -4.45381
H 2.16265 -1.46114 -3.46584
H 1.44827 -3.00284 -4.03418
H 1.91939 -2.75367 -2.30305
C -5.63400 -2.49416 -0.58039
C -4.17141 -2.58275 -1.04671
O -4.01233 -3.49803 -2.11261
C -2.78843 -4.00982 -2.44917
O -1.73888 -3.77495 -1.91946
O -2.99338 -4.73166 -3.57350
C -1.88458 -5.29989 -4.22641
H -6.21606 -2.07815 -1.40273
H -5.63410 -1.80490 0.26402
H -6.10018 -3.41856 -0.23946
H -3.58326 -2.90395 -0.18704
H -3.90595 -1.55985 -1.31373
H -1.05067 -4.59904 -4.18754
H -1.98004 -5.50250 -5.29315
H -1.67195 -6.27484 -3.78782
C -1.12308 -0.46225 3.11774
C -1.67813 -0.96611 1.75321
O -2.20239 0.12550 0.92050
C -1.44959 0.81744 0.05896
O -1.90951 1.79759 -0.49669
O -0.22654 0.22983 -0.20799
C 0.65762 0.96938 -1.07969
H -1.08128 -1.29966 3.81423
H -1.87964 0.20351 3.53306
H -0.19658 0.11113 3.14829
H -2.57200 -1.55709 1.95273
H -0.94878 -1.62990 1.28894
H 1.00094 1.82638 -0.50022
H 0.26545 1.31613 -2.03576
H 1.59058 0.41746 -1.19398
C 7.62166 0.50446 -3.74453
C 6.34128 0.71309 -2.94952
O 5.44281 1.52808 -3.70901
C 4.06458 1.35421 -3.53785
O 3.56637 0.49148 -2.82635
O 3.42234 2.19392 -4.42413
C 2.05255 2.25277 -4.25463
H 8.51243 -0.01682 -3.39399
H 7.97054 1.51344 -3.96444
H 7.35754 -0.08594 -4.62189
H 6.59959 1.15245 -1.98601
H 5.88183 -0.26584 -2.81273
H 1.55335 1.29069 -4.36993
H 1.59969 2.84118 -5.05262
H 1.81568 2.75990 -3.31932
C -1.27811 5.45761 -1.93211
C -1.66783 4.17289 -2.64926
O -1.76324 4.44743 -4.02015
C -2.81909 3.98914 -4.81523
O -3.77580 3.29591 -4.37423
O -2.64245 4.52504 -5.98440
C -3.42546 4.04632 -7.02089
H -1.33109 5.32840 -0.85110
H -1.96550 6.27769 -2.13964
H -0.23502 5.71660 -2.11383
H -2.65454 3.99381 -2.22215
H -0.93919 3.39073 -2.43615
H -3.60277 2.97448 -7.10924
H -2.92556 4.32540 -7.94843
H -4.42352 4.47925 -7.08836
C 4.81514 3.09949 -0.76521
C 4.15229 2.77406 0.56856
O 3.00229 3.05042 0.76250
C 5.03391 2.01129 1.55176
H 5.25502 2.11367 -0.91617
H 5.48050 3.96242 -0.79256
H 3.93972 3.23441 -1.40045
H 4.34569 1.50512 2.22870
H 5.65583 2.77440 2.01971
H 5.64823 1.25122 1.06905
*
```

- SMILES = CCOC(=O)OC.CCOC(=O)OC.CCOC(=O)OC.CCOC(=O)OC.CCOC(=O)OC.CCOC(=O)OC.CCOC(=O)OC.CCOC(=O)OC.CCOC(=O)OC.CCOC(=O)OC.CC(C)=O
- relative energy (zero: lowest compared OMol25 entry of this formula, charge and spin) (kJ/mol) = 0.0
- E_LUMO (eV) = 0.35

Mulliken population analysis, charges in e, atoms 1 to 5: -0.893 0.985 -0.474 0.597 -0.672

***

DFT (ωB97M-V with the def2-TZVPD basis set) results for a 5-piece molecular cluster, C43H88N6O10 overall at a distorted geometry.

Structure (ORCA input):
```
! RIJCOSX wB97M-V def2-TZVPD def2/J DEFGRID3
* xyz 0 1
C -2.07679 0.82538 3.39050
C -2.95811 1.49882 2.30487
C -4.46849 1.19014 2.43151
N -4.89669 -0.07934 1.83365
C -5.29418 -0.00282 0.45313
C -6.41653 1.01402 0.05278
C -7.60954 0.95312 1.03445
C -7.75689 2.26435 1.86374
O -7.44048 3.34511 1.47855
O -8.27787 2.14090 3.14139
O -6.01901 -1.26605 0.30153
C -5.98404 -1.74973 -0.96384
O -6.68806 -2.53993 -1.47367
O -4.89575 -1.15569 -1.56613
C -4.20920 -0.26616 -0.67414
C -3.68075 0.99529 -1.36283
C -3.08113 0.79161 -2.76776
O -3.61182 0.22869 -3.67923
C -3.15831 -1.21731 -0.03393
C -2.08240 -1.73353 -1.04540
C -0.67312 -1.20428 -0.62079
C -0.08357 -2.19446 0.42304
C 1.42742 -1.96993 0.69120
C 1.89658 -2.44346 2.09171
C 3.20970 -1.71794 2.51853
C 4.48715 -2.44561 2.01237
C 5.76770 -1.78430 2.62134
C 6.77601 -1.39357 1.48766
C 7.59428 -0.15277 1.94209
C 8.94438 0.08705 1.21582
N 8.82758 0.67309 -0.12723
C 7.75306 0.67024 -0.96244
C 7.97467 1.29491 -2.18097
C 9.34890 1.76682 -2.08066
C 9.78437 1.35772 -0.82035
H -1.05038 1.20035 3.23840
H -2.02626 -0.25030 3.14493
H -2.42124 1.00392 4.41515
H -2.85199 2.59448 2.41729
H -2.51792 1.25313 1.32978
H -4.67229 1.10745 3.51560
H -5.02549 2.08210 2.09023
H -5.60087 -0.54784 2.38756
H -6.75734 0.81100 -0.97437
H -5.93488 2.00747 0.01717
H -8.54277 0.76467 0.48447
H -7.49632 0.14700 1.77438
H -7.66069 1.66468 3.71624
H -4.46452 1.76622 -1.47655
H -2.89693 1.47935 -0.75709
H -2.08149 1.25704 -2.96782
H -3.64433 -2.10129 0.40202
H -2.61938 -0.74853 0.80110
H -2.32075 -1.54738 -2.10074
H -2.02903 -2.82885 -0.93624
H -0.75826 -0.24083 -0.08477
H 0.01277 -1.04959 -1.46679
H -0.63446 -2.16444 1.37752
H -0.18370 -3.22349 0.03472
H 1.75625 -0.92845 0.54796
H 1.97867 -2.58315 -0.04369
H 1.14276 -2.27365 2.87893
H 2.13537 -3.52092 2.11524
H 3.30116 -1.66749 3.61818
H 3.22411 -0.69053 2.11325
H 4.47472 -2.37555 0.91226
H 4.45668 -3.52257 2.25218
H 6.28162 -2.44226 3.33342
H 5.43565 -0.83410 3.06983
H 6.16908 -1.21371 0.59202
H 7.44691 -2.23248 1.24460
H 7.84819 -0.33670 3.00316
H 6.96121 0.75043 1.94875
H 9.56533 0.78074 1.80119
H 9.46788 -0.88148 1.14512
H 6.76106 0.25727 -0.79617
H 7.29051 1.40819 -3.01516
H 9.89539 2.31153 -2.84377
H 10.79169 1.59831 -0.48564
C -11.12692 4.81298 7.02171
C -10.10078 4.17571 7.95313
C -8.95838 3.45993 7.21310
O -9.30840 2.20006 6.66725
C -9.97582 2.25812 5.41499
N -10.79508 3.27696 8.88096
H -11.80140 4.07834 6.58190
H -11.74547 5.52248 7.57260
H -10.63789 5.35738 6.21083
H -9.64883 4.98324 8.53756
H -8.16666 3.25256 7.93896
H -8.51503 4.10400 6.44239
H -9.62001 3.08414 4.80078
H -11.05670 2.33080 5.55983
H -9.77972 1.32539 4.88993
H -10.12818 2.93228 9.56658
H -11.05624 2.44390 8.35833
C 10.56056 -3.63426 -4.64264
C 9.97391 -2.25620 -4.35051
C 10.62353 -1.12550 -5.16577
O 11.90218 -0.72626 -4.70431
C 12.97395 -1.54345 -5.13672
N 10.05374 -2.00093 -2.91040
H 11.53241 -3.78045 -4.17095
H 9.90056 -4.41420 -4.25854
H 10.67398 -3.79468 -5.71728
H 8.91570 -2.28920 -4.63129
H 9.99058 -0.23892 -5.07170
H 10.65990 -1.37204 -6.23523
H 12.80963 -1.93486 -6.14476
H 13.14018 -2.36529 -4.43623
H 13.87656 -0.93162 -5.14543
H 9.58199 -1.12453 -2.68881
H 11.02867 -1.79633 -2.70159
C -6.96285 5.36213 -4.47095
C -8.05070 5.27537 -3.40486
C -7.89933 4.06616 -2.46744
O -8.29788 2.82708 -3.03207
C -7.31827 2.21118 -3.85272
N -9.36127 5.29331 -4.06218
H -7.11647 4.64863 -5.28067
H -6.95485 6.35574 -4.92054
H -5.97467 5.18384 -4.04037
H -7.96916 6.17396 -2.78562
H -8.56267 4.21936 -1.61177
H -6.88248 3.99731 -2.05760
H -6.30281 2.39860 -3.49000
H -7.41643 2.54492 -4.88764
H -7.49748 1.13543 -3.83869
H -10.08574 5.33996 -3.35043
H -9.50003 4.37971 -4.48821
C 5.92720 -5.84686 -3.13762
C 5.07825 -4.62278 -2.81007
C 5.90384 -3.39493 -2.39334
O 6.41117 -3.44978 -1.07384
C 7.60511 -4.19911 -0.91738
N 4.09253 -4.98732 -1.78624
H 6.30775 -6.34001 -2.24306
H 5.33206 -6.58405 -3.67806
H 6.77761 -5.57826 -3.76858
H 4.53611 -4.35180 -3.72155
H 5.24242 -2.52299 -2.41515
H 6.71193 -3.19133 -3.10829
H 8.25442 -4.10790 -1.79194
H 7.37300 -5.24932 -0.72263
H 8.13786 -3.81069 -0.04962
H 3.46158 -4.20252 -1.64309
H 4.58897 -5.06273 -0.90082
*
```

- SMILES = CCCN[C@]1(CCC(=O)O)OC(=O)O[C@]1(CC=O)CCCCCCCCCCCCn1cccc1.COC[C@@H](C)N.COC[C@@H](C)N.COC[C@@H](C)N.COC[C@@H](C)N
- E_LUMO (eV) = 0.10

Mulliken population analysis, charges in e, atoms 1 to 5: -1.348 -0.262 0.047 0.180 -1.120

***

DFT (ωB97M-V with the def2-TZVPD basis set) results for C43H89HfO15 as an isolated structure at a distorted geometry.

Structure (ORCA input):
```
! RIJCOSX wB97M-V def2-TZVPD def2/J DEFGRID3
* xyz 3 1
Hf -14.39308 -5.78780 -37.28170
C -10.58935 -7.46102 -32.76195
C -11.50221 -6.28205 -32.54775
C -10.75128 -4.95058 -32.14055
O -12.34299 -6.05368 -33.69097
H -11.07288 -8.38554 -33.07747
H -10.01420 -7.78149 -31.89327
H -9.78789 -7.23183 -33.46425
H -12.07431 -6.57193 -31.66640
H -11.32774 -4.02551 -32.13404
H -10.01499 -4.70120 -32.90460
H -10.24527 -5.12554 -31.19110
C -8.63550 -0.05750 -27.92960
O -7.63525 0.13128 -28.95189
C -6.31818 -0.21370 -28.64384
C -5.62339 0.72527 -27.63504
O -6.03752 0.32312 -26.32737
C -6.15690 1.42805 -25.45654
H -8.72087 0.84099 -27.31843
H -8.35077 -1.00232 -27.46661
H -9.53335 -0.11335 -28.54511
H -5.82287 -0.21957 -29.61478
H -6.36563 -1.19242 -28.16642
H -5.91535 1.75134 -27.85875
H -4.53406 0.70862 -27.66955
H -6.95195 2.12454 -25.72285
H -5.27653 2.07073 -25.46127
H -6.27963 1.01333 -24.45603
C -5.65790 -1.67907 -37.47954
O -6.64808 -1.26054 -36.63859
C -6.27548 -0.02200 -35.93259
C -7.31570 0.31979 -34.84489
O -8.45914 0.77038 -35.57048
C -9.58455 0.96168 -34.73849
H -5.46330 -0.95529 -38.27097
H -6.04783 -2.57017 -37.97147
H -4.77069 -1.85113 -36.87015
H -6.05270 0.83150 -36.57291
H -5.34304 -0.25136 -35.41678
H -7.00483 1.25496 -34.37916
H -7.40822 -0.42572 -34.05511
H -10.35812 0.76052 -35.47958
H -9.71602 1.94440 -34.28566
H -9.78246 0.15445 -34.03327
C -12.08346 -2.19800 -39.09475
O -11.84694 -3.39548 -38.28553
C -10.58382 -3.42249 -37.61916
C -9.91576 -4.76285 -37.77326
O -10.80515 -5.86458 -37.85525
C -10.02654 -7.03124 -38.17243
H -11.68904 -2.37784 -40.09484
H -11.56329 -1.34305 -38.66281
H -13.13751 -1.94873 -39.21707
H -10.68358 -3.08280 -36.58827
H -10.00342 -2.61313 -38.06205
H -9.29532 -4.90956 -36.88915
H -9.20311 -4.62039 -38.58562
H -9.63677 -7.00847 -39.19010
H -10.59016 -7.95560 -38.04595
H -9.21354 -7.13707 -37.45413
C -17.63768 -10.55731 -29.30041
O -16.57946 -9.59949 -29.22680
C -15.25747 -10.09885 -29.14811
C -14.80164 -11.04306 -30.24358
O -15.39188 -12.39009 -30.36776
C -15.89001 -12.70838 -31.63927
H -18.51890 -9.91811 -29.35501
H -17.67239 -11.12627 -28.37133
H -17.75144 -11.30374 -30.08654
H -15.08518 -10.48550 -28.14367
H -14.62150 -9.21688 -29.22400
H -13.71657 -11.14510 -30.22559
H -15.09568 -10.51576 -31.15110
H -15.34002 -12.36537 -32.51558
H -16.90142 -12.35449 -31.83907
H -15.97678 -13.79350 -31.69496
C -8.88129 -20.36854 -33.89919
O -9.05709 -18.98839 -34.28849
C -10.34471 -18.41795 -33.88968
C -10.71555 -17.20725 -34.80722
O -9.85429 -16.11089 -34.75310
C -10.42116 -14.90450 -35.28352
H -7.94350 -20.80180 -34.24691
H -9.66930 -20.97888 -34.34035
H -9.04733 -20.60340 -32.84782
H -10.36299 -18.17044 -32.82831
H -11.14389 -19.14812 -34.01729
H -11.64980 -16.85409 -34.37070
H -10.98616 -17.55366 -35.80465
H -11.23978 -14.48691 -34.69737
H -10.70133 -14.88981 -36.33680
H -9.69749 -14.08966 -35.26228
C -19.44918 -2.59229 -27.05582
O -19.65105 -3.24286 -28.23551
C -18.79562 -4.31672 -28.57069
C -17.39935 -3.91311 -29.00796
O -16.70259 -3.43623 -27.80884
C -15.25627 -3.52448 -27.86158
H -20.26109 -1.86726 -26.99883
H -18.45744 -2.14019 -27.04330
H -19.42872 -3.10991 -26.09678
H -19.17279 -4.76564 -29.48954
H -18.82936 -5.11604 -27.83036
H -17.25290 -3.25810 -29.86683
H -16.90823 -4.84790 -29.27829
H -14.79303 -2.99700 -28.69541
H -14.91054 -4.55720 -27.90727
H -14.85758 -3.07148 -26.95387
C -17.92236 -6.85798 -34.61723
O -17.73249 -6.53919 -36.04358
C -19.03843 -6.51798 -36.58621
C -18.99411 -6.66947 -38.13482
O -17.98834 -5.67968 -38.47111
C -18.48193 -4.63447 -39.35748
H -18.38443 -6.01145 -34.10936
H -17.04479 -7.18783 -34.06118
H -18.63437 -7.67242 -34.48369
H -19.58578 -5.62918 -36.27227
H -19.71737 -7.28588 -36.21545
H -19.95847 -6.37013 -38.54530
H -18.78659 -7.72043 -38.33614
H -17.71181 -3.87048 -39.46391
H -19.40353 -4.14693 -39.03957
H -18.78565 -5.07671 -40.30632
C -2.85874 -6.90674 -32.40876
C -2.27742 -6.98764 -31.16586
C -2.93248 -6.37430 -30.06054
C -4.15747 -5.78982 -30.22218
C -4.72880 -5.69641 -31.49134
C -4.10645 -6.32285 -32.52725
H -2.34943 -7.29958 -33.27635
H -1.27725 -7.38241 -31.06477
H -2.44240 -6.44051 -29.10041
H -4.78885 -5.37080 -29.45264
H -5.65401 -5.18132 -31.70363
H -4.51449 -6.27914 -33.52625
C -7.74991 -9.50088 -25.99850
C -8.18886 -8.54467 -26.91734
C -9.47771 -8.08199 -26.85416
C -10.33724 -8.57093 -25.86865
C -9.85918 -9.52388 -24.89875
C -8.55750 -9.94819 -24.97046
H -6.75973 -9.91644 -25.88328
H -7.45823 -8.27686 -27.66623
H -9.82236 -7.25785 -27.46113
H -11.38678 -8.32425 -25.93209
H -10.42877 -9.88681 -24.05600
H -8.14995 -10.66550 -24.27348
*
```

- relative energy (zero: lowest compared OMol25 entry of this formula, charge and spin) (kJ/mol) = 1361.6
- E_LUMO (eV) = -12.35

Mulliken population analysis, charges in e, atoms 1 to 5: 1.536 -1.229 0.690 -1.099 -0.475

***

Number 1: E_tot -4022.40252 Eh. Number 2: E_tot -2772.02075 Eh. Number 3: E_tot -2866.47185 Eh.